DFT (ωB97M-V with the def2-TZVPD basis set) results for C16H33ClP2Pb as an isolated structure.

ORCA input file:
```
! wB97M-V def2-TZVPD RIJCOSX def2/J DEFGRID3
* xyz 2 1
P 3.02 -1.42 0.61
P -0.78 -1.22 3.41
C 1.59 -1.65 2.06
C 0.16 -1.28 1.76
H 2.02 -1.00 2.84
H 1.73 -2.73 2.30
H 0.11 -0.24 1.40
H -0.32 -2.01 1.08
C -2.01 -2.62 3.38
H -1.65 -3.41 4.03
H -2.14 -2.97 2.35
H -2.97 -2.28 3.78
C -2.03 0.05 3.04
H -2.87 -0.36 2.45
H -1.59 0.89 2.48
H -2.44 0.45 3.98
C 2.67 -2.83 -0.48
H 3.58 -3.00 -1.08
H 1.83 -2.59 -1.16
H 2.43 -3.71 0.13
C 3.35 -0.25 -0.78
H 2.63 0.57 -0.82
H 3.37 -0.80 -1.74
H 4.34 0.18 -0.56
Pb -0.63 1.85 -0.54
C -2.58 1.19 -1.38
C -2.13 -0.05 -0.80
C -1.58 -1.12 -1.68
C -0.35 -0.71 -2.53
C 0.29 0.62 -2.16
C 0.06 1.87 -2.78
C -1.22 2.14 -3.49
C -2.49 1.52 -2.87
C 2.55 2.69 0.22
H -3.46 1.65 -0.88
H -2.62 -0.40 0.11
H -2.37 -1.50 -2.35
H -1.34 -2.03 -1.10
H 0.39 -1.53 -2.35
H -0.65 -0.73 -3.61
H 1.23 0.44 -1.64
H 0.91 2.52 -3.06
H -1.16 1.76 -4.56
H -1.36 3.24 -3.58
H -3.30 2.25 -3.03
H -2.71 0.64 -3.48
H 2.32 3.63 0.73
H 2.91 2.78 -0.80
H 3.07 1.93 0.82
Cl 1.67 2.03 3.97
C 0.42 2.38 2.95
H -0.56 2.19 3.39
H 0.67 2.97 2.04
*
```

Calculated values
Orbital gap (alpha / beta): 3.08 / 3.06 eV
E: -1964.16220 hartree
Lowest unoccupied orbital energy (alpha / beta): -0.35183 / -0.35378 Ha

=====

DFT (ωB97M-V with the def2-TZVPD basis set) results for a 7-piece molecular cluster, C16H33FNO25S6 overall.

ORCA input file:
```
! wB97M-V def2-TZVPD RIJCOSX def2/J DEFGRID3
* xyz -1 1
C 4.76 2.41 0.44
C 4.15 0.99 -0.08
O 3.14 0.38 0.80
N 2.62 1.26 1.67
C 1.12 1.47 1.38
C 0.81 1.76 -0.22
F 0.69 2.72 2.10
H 5.39 2.16 1.43
H 5.54 2.85 -0.35
H 3.97 3.26 0.61
H 5.06 0.22 -0.11
H 3.80 1.12 -1.19
H 0.46 0.59 1.83
H 1.07 0.86 -0.93
H -0.33 2.03 -0.29
H 1.41 2.75 -0.48
C -2.66 -0.71 1.39
C -3.13 -2.02 0.76
O -2.69 -1.96 -0.59
S -1.30 -1.12 -0.67
O -0.20 -2.06 -0.68
O -1.46 -0.07 -1.65
O -1.38 -0.45 0.82
H -3.33 0.12 1.12
H -2.59 -0.77 2.48
H -4.21 -2.14 0.82
H -2.64 -2.88 1.24
C 1.55 7.36 2.58
C 1.08 6.05 1.96
O 1.52 6.10 0.60
S 2.91 6.95 0.52
O 4.01 6.01 0.51
O 2.76 8.00 -0.46
O 2.83 7.62 2.01
H 0.89 8.19 2.31
H 1.63 7.30 3.67
H 0.00 5.93 2.01
H 1.57 5.19 2.43
C -2.21 -7.24 3.84
C -1.81 -6.81 2.43
O -2.95 -6.12 1.93
S -3.71 -5.37 3.16
O -3.28 -3.99 3.19
O -5.10 -5.76 3.14
O -2.97 -6.16 4.38
H -2.84 -8.13 3.82
H -1.33 -7.44 4.47
H -1.56 -7.65 1.79
H -0.97 -6.10 2.46
C 0.66 -1.00 -4.16
C 0.19 -2.31 -4.79
O 0.63 -2.25 -6.14
S 2.02 -1.41 -6.22
O 3.12 -2.35 -6.24
O 1.87 -0.36 -7.21
O 1.94 -0.74 -4.74
H -0.01 -0.17 -4.44
H 0.73 -1.06 -3.08
H -0.89 -2.43 -4.73
H 0.68 -3.17 -4.31
C 0.04 -1.62 6.28
C -0.01 -2.99 6.95
O -0.82 -3.80 6.10
S -0.61 -3.30 4.56
O 0.36 -4.17 3.93
O -1.91 -3.04 3.98
O 0.11 -1.88 4.88
H -0.88 -1.06 6.48
H 0.90 -1.03 6.61
H -0.43 -2.95 7.96
H 0.99 -3.45 6.99
C -0.77 2.23 -7.09
C -1.07 3.65 -6.60
O -2.49 3.76 -6.61
S -3.13 2.29 -6.28
O -3.46 2.25 -4.87
O -4.08 1.97 -7.31
O -1.78 1.41 -6.51
H -0.86 2.17 -8.18
H 0.22 1.89 -6.78
H -0.62 4.41 -7.24
H -0.72 3.79 -5.57
*
```

Calculated values
Orbital gap: 3.28 eV
E: -5053.82736 hartree
Lowest unoccupied orbital energy: 0.06379 Ha

=====

DFT (ωB97M-V with the def2-TZVPD basis set) results for a 2-piece molecular cluster, C16H33N2O4 overall.

ORCA input file:
```
! wB97M-V def2-TZVPD RIJCOSX def2/J DEFGRID3
* xyz 1 1
C -6.90 2.45 2.60
C -6.13 1.78 1.58
C -5.13 2.71 0.78
C -4.82 2.15 -0.68
O -3.39 1.92 -0.74
C -2.77 2.47 -1.90
C -1.84 3.66 -1.39
O -2.61 4.78 -0.97
C -1.86 5.62 -0.07
N -1.83 1.41 -2.43
C -1.77 0.47 -1.64
O -1.86 -0.50 -1.00
H -6.48 2.52 3.63
H -7.87 2.95 2.36
H -6.19 0.68 1.38
H -5.56 3.74 0.66
H -4.19 2.75 1.40
H -5.30 1.14 -0.85
H -5.21 2.87 -1.44
H -3.48 2.79 -2.70
H -1.33 3.24 -0.47
H -1.03 3.90 -2.13
H -2.34 5.65 0.95
H -1.84 6.65 -0.50
H -0.79 5.27 0.05
C 5.41 -1.81 -0.23
C 3.95 -1.40 -0.29
N 3.02 -2.44 -0.92
C 3.45 -2.63 -2.36
C 1.60 -1.87 -1.01
C 0.89 -1.59 0.30
C 3.09 -3.82 -0.27
C 2.85 -3.91 1.24
O 3.82 -3.17 1.96
C 3.35 -2.57 3.16
H 5.85 -1.96 -1.21
H 5.98 -1.02 0.26
H 5.57 -2.72 0.36
H 3.86 -0.50 -0.91
H 3.57 -1.15 0.69
H 3.45 -1.66 -2.86
H 2.74 -3.30 -2.84
H 4.44 -3.08 -2.39
H 1.01 -2.59 -1.60
H 1.68 -0.95 -1.59
H 0.43 -2.48 0.70
H 0.06 -0.90 0.11
H 1.52 -1.13 1.05
H 4.08 -4.21 -0.49
H 2.35 -4.43 -0.79
H 2.96 -4.96 1.53
H 1.84 -3.62 1.51
H 2.38 -2.97 3.48
H 3.25 -1.49 2.99
H 4.08 -2.73 3.94
*
```

Calculated values
Orbital gap: 6.33 eV
E: -1039.42039 hartree
Lowest unoccupied orbital energy: -0.08417 Ha

=====

DFT (ωB97M-V with the def2-TZVPD basis set) results for C16H33N3O5SiTl as an isolated structure.

ORCA input file:
```
! wB97M-V def2-TZVPD RIJCOSX def2/J DEFGRID3
* xyz 1 1
Tl -1.99 0.96 -0.54
O -2.49 0.22 -2.86
C -3.38 -0.92 -2.84
C -2.95 -1.81 -1.70
N -3.10 -1.18 -0.37
C -4.51 -0.91 -0.05
C -4.99 0.47 -0.52
O -6.16 0.61 -0.80
O -4.10 1.41 -0.53
C -2.43 -2.02 0.64
C -0.91 -1.83 0.66
O -0.25 -2.64 1.30
O -0.47 -0.79 0.07
H -2.86 0.90 -3.44
H -3.29 -1.47 -3.77
H -4.42 -0.59 -2.72
H -1.90 -2.06 -1.83
H -3.53 -2.73 -1.74
H -4.64 -0.93 1.03
H -5.17 -1.67 -0.48
H -2.65 -3.08 0.49
H -2.80 -1.75 1.63
C 1.76 -1.60 3.44
C 1.40 -0.21 2.87
N 2.45 0.28 1.99
C 3.69 0.39 2.73
C 4.14 -0.98 3.29
N 3.10 -1.97 2.87
C 3.01 -2.05 1.36
C 2.62 -0.64 0.86
H 1.06 -2.36 3.11
H 1.86 -1.62 4.52
H 1.26 0.51 3.68
H 0.47 -0.29 2.31
H 3.56 1.10 3.55
H 4.46 0.79 2.07
H 4.18 -1.01 4.38
H 5.09 -1.32 2.89
H 3.36 -2.89 3.22
H 2.24 -2.78 1.13
H 3.98 -2.39 1.00
H 1.68 -0.72 0.32
H 3.38 -0.23 0.20
C -0.60 3.49 -3.17
Si 0.55 2.55 -2.03
C 2.09 3.55 -1.71
C 0.99 0.88 -2.73
C -0.33 2.31 -0.38
H -0.18 3.56 -4.18
H -0.76 4.51 -2.81
H -1.58 3.02 -3.26
H 2.64 3.72 -2.64
H 2.76 3.03 -1.02
H 1.86 4.52 -1.27
H 1.56 0.98 -3.65
H 0.10 0.28 -2.96
H 1.59 0.31 -2.02
H -0.73 3.24 0.03
H 0.30 1.83 0.37
*
```

Calculated values
Orbital gap: 9.31 eV
E: -1631.71704 hartree
Lowest unoccupied orbital energy: -0.08922 Ha